{
  "formula": "C2H3ClF2O",
  "method": "ωB97M-V/def2-TZVPD",
  "multiplicity": 3,
  "orbital_gap_ev": [8.0387, 8.5572],
  "s2": 2.007,
  "e_homo_ev": [-7.178, -11.278],
  "elements": ["C", "C", "O", "F", "F", "Cl", "H", "H", "H"],
  "positions_angstrom": [[1.08524, 0.16260, 0.34479], [-1.84905, 0.88937, -0.33108], [0.11395, -0.18484, -0.49725], [-1.52134, 1.91842, 0.31987], [-2.82890, 0.22001, 0.22396], [2.27190, 1.38783, -0.12554], [0.73229, 0.55135, 1.31191], [1.79160, -0.75360, 0.41804], [-1.73942, 0.77072, -1.43817]],
  "mulliken_charge": [-0.1132, 0.2126, -0.2977, -0.2069, -0.2330, -0.1773, 0.2780, 0.2801, 0.2574]
}

=====

{
  "formula": "C2H3ClFI",
  "method": "ωB97M-V/def2-TZVPD",
  "multiplicity": 3,
  "orbital_gap_ev": [7.0154, 6.5187],
  "s2": 2.007,
  "e_homo_ev": [-6.595, -10.617],
  "elements": ["C", "C", "F", "Cl", "I", "H", "H", "H"],
  "positions_angstrom": [[-0.18592, -0.10697, 0.09411], [-1.24924, -0.25674, 1.18740], [-2.11689, 1.36054, 1.36055], [-2.46979, -1.36095, 0.74541], [-0.51376, -0.56619, 3.20425], [0.26685, -1.08545, 0.21774], [-0.59296, -0.19833, -0.92750], [0.44000, 0.69257, 0.09609]],
  "mulliken_charge": [-1.1657, 0.4476, -0.5002, -0.1152, 0.2988, 0.3656, 0.3346, 0.3346]
}

=====

{
  "formula": "C2H3ClFNS",
  "method": "ωB97M-V/def2-TZVPD",
  "orbital_gap_ev": 10.0584,
  "e_homo_ev": -9.499,
  "smiles": "F[C@@H](Cl)/C=N\\S",
  "elements": ["F", "C", "Cl", "C", "N", "S", "H", "H", "H"],
  "positions_angstrom": [[-0.62083, -0.40311, 1.45400], [-0.70838, -0.19488, 0.09443], [-2.39538, 0.23000, -0.14879], [0.28479, 0.94055, -0.21465], [1.51817, 0.78204, -0.42005], [2.21085, -0.68108, -0.34883], [-0.44557, -1.12093, -0.47849], [-0.12493, 1.91959, -0.28959], [3.42027, -0.13171, -0.54553]],
  "mulliken_charge": [-0.2256, 0.1171, -0.1727, -0.0652, -0.3741, -0.1022, 0.2737, 0.3811, 0.1679]
}

=====

{
  "formula": "C2H3ClN",
  "method": "ωB97M-V/def2-TZVPD",
  "orbital_gap_ev": 8.9232,
  "total_charge": 1,
  "e_homo_ev": -15.536,
  "elements": ["C", "C", "N", "Cl", "H", "H", "H"],
  "positions_angstrom": [[0.40429, 1.55266, 0.09221], [-1.05728, -0.42145, -0.37512], [-0.16093, 0.54994, -0.18171], [-2.61074, 0.20267, 0.15483], [0.73381, 2.57191, -0.00247], [-1.02677, -0.84625, -1.39340], [-0.61468, -1.28940, 1.09922]],
  "mulliken_charge": [0.1298, -0.3117, 0.0851, -0.0088, 0.4140, 0.3162, 0.3752]
}

=====

{
  "formula": "C2H3ClN2",
  "method": "ωB97M-V/def2-TZVPD",
  "orbital_gap_ev": [7.4214, 10.2946],
  "e_homo_ev": [-8.786, -11.435],
  "elements": ["C", "C", "N", "N", "Cl", "H", "H", "H"],
  "positions_angstrom": [[-1.44227, 1.11489, -0.07903], [-0.72943, 0.42399, -1.06932], [-2.06521, 1.79398, 0.63821], [1.43620, -1.13189, 0.91955], [-0.66588, 0.68725, -2.66202], [0.11767, -0.16577, -0.59224], [0.96111, -1.13070, 1.79755], [2.38781, -1.59175, 1.04729]],
  "mulliken_charge": [0.3955, -0.2220, -0.3471, -0.4856, -0.1074, 0.3150, 0.2268, 0.2247]
}

=====

{
  "formula": "C2H3ClN2",
  "method": "ωB97M-V/def2-TZVPD",
  "orbital_gap_ev": [6.8444, 6.8431],
  "total_charge": 2,
  "e_homo_ev": [-20.550, -20.550],
  "elements": ["C", "C", "N", "N", "Cl", "H", "H", "H"],
  "positions_angstrom": [[-2.14091, -0.59588, 0.47669], [0.68597, 0.54793, -0.11495], [-0.39032, 0.51064, 0.33789], [1.86484, 0.42077, -0.43194], [-3.23170, 0.08570, -0.26782], [-1.74050, -1.49053, 1.00792], [2.43774, 0.41533, -1.29092], [2.51488, 0.10605, 0.28314]],
  "mulliken_charge": [0.5942, 0.4473, -0.2998, -0.2564, 0.4216, 0.4395, 0.3269, 0.3267]
}

=====

{
  "formula": "C2H3ClN2O",
  "method": "ωB97M-V/def2-TZVPD",
  "orbital_gap_ev": [8.7158, 8.7170],
  "e_homo_ev": [-9.393, -9.395],
  "smiles": "[H]/N=C/[C@@H](Cl)N=O",
  "elements": ["H", "N", "C", "C", "Cl", "N", "O", "H", "H"],
  "positions_angstrom": [[-1.02987, 2.29952, 1.00200], [-0.65946, 1.57790, 0.43873], [-0.01082, 0.61453, 0.86585], [0.52231, -0.43814, -0.53941], [2.22584, -0.89867, -0.29482], [-0.30555, -1.62798, -0.51772], [-1.33198, -1.47830, -1.14233], [0.04595, -0.04849, 1.72723], [0.54358, -0.00036, -1.53953]],
  "mulliken_charge": [0.2347, -0.4456, -0.0045, -0.0141, -0.1874, -0.0436, -0.2700, 0.3359, 0.3945]
}

=====

{
  "formula": "C2H3ClN2O",
  "method": "ωB97M-V/def2-TZVPD",
  "orbital_gap_ev": 10.8824,
  "e_homo_ev": -10.157,
  "smiles": "C#[N+][O-].[H]/N=C\\Cl",
  "elements": ["C", "N", "O", "H", "H", "N", "C", "Cl", "H"],
  "positions_angstrom": [[-2.53018, 0.34842, 0.89398], [-2.78743, -0.16168, -0.12255], [-2.76928, -0.94807, -0.99769], [-2.53474, 1.18073, 1.45746], [1.11307, 2.00765, 0.10452], [1.22656, 1.26937, 0.74239], [1.33128, 0.08594, 0.33062], [0.99624, -0.59963, -1.28476], [1.42232, -0.61114, 1.16443]],
  "mulliken_charge": [-0.2775, 0.5162, -0.5673, 0.3325, 0.2564, -0.4382, -0.0301, -0.1474, 0.3553]
}

=====

{
  "formula": "C2H3ClN2O",
  "method": "ωB97M-V/def2-TZVPD",
  "orbital_gap_ev": 10.6560,
  "e_homo_ev": -9.825,
  "smiles": "O/N=C/Cl.C#N",
  "elements": ["O", "N", "C", "Cl", "H", "H", "C", "N", "H"],
  "positions_angstrom": [[-0.25580, 1.46709, -0.00637], [0.48937, 0.33485, 0.12505], [1.73801, 0.31079, 0.39050], [2.35747, -1.28407, 0.50406], [-1.24364, 1.25021, -0.06054], [2.39392, 1.07067, 0.51831], [-1.80227, -1.06199, -0.45784], [-2.41101, -0.11966, -0.65222], [-1.26605, -1.96788, -0.36095]],
  "mulliken_charge": [-0.3647, -0.1887, -0.1640, -0.1503, 0.4125, 0.4315, 0.2368, -0.5021, 0.2889]
}

=====

{
  "formula": "C2H3ClN2O",
  "method": "ωB97M-V/def2-TZVPD",
  "orbital_gap_ev": 11.3864,
  "e_homo_ev": -10.875,
  "smiles": "c1ncon1.Cl",
  "elements": ["C", "N", "C", "O", "N", "H", "H", "Cl", "H"],
  "positions_angstrom": [[-0.15311, -0.63014, -0.39597], [0.03905, -0.06506, 0.84439], [0.71030, 0.97826, 0.57179], [0.92218, 1.13786, -0.71538], [0.32588, 0.12014, -1.40743], [-0.60277, -1.48411, -0.64135], [1.01350, 1.68538, 1.27232], [-3.13778, -0.12236, 0.52337], [-4.34594, -0.76910, 0.79660]],
  "mulliken_charge": [-0.2885, -0.4550, 0.1500, -0.1197, -0.2610, 0.5228, 0.4372, -0.2615, 0.2758]
}

=====

ΔE to the lowest compared entry with this formula, charge and spin list, top to bottom, in eV: 0.334, 2.010, 1.219, 2.814, 4.490, 3.488, 4.263, 3.942, 2.912, 1.694
DFT total energy list, top to bottom, in eV: -22122.19462, -25457.48921, -29686.58103, -16122.51051, -17620.91849, -17598.90169, -19668.30744, -19668.62841, -19669.65790, -19670.87631